This record from the Open Molecules 2025 dataset describes 8 unconnected molecules or ions with the total composition C9H34O8 in a non-equilibrium geometry. The level of theory is the ωB97M-V functional and the def2-TZVPD basis.

Cartesian coordinates (Å):
C (14.498, 27.817, -6.531)
C (15.103, 27.941, -5.135)
O (14.507, 29.134, -4.594)
H (15.106, 27.039, -6.991)
H (14.568, 28.754, -7.083)
H (13.514, 27.349, -6.501)
H (16.188, 27.997, -5.217)
H (14.740, 27.196, -4.428)
H (13.550, 29.140, -4.511)
C (20.846, 28.780, -7.373)
O (21.308, 30.148, -7.263)
H (20.563, 28.358, -6.409)
H (19.985, 28.739, -8.041)
H (21.732, 28.277, -7.758)
H (21.729, 30.318, -8.109)
C (10.996, 25.612, -11.098)
O (10.119, 24.989, -12.032)
H (12.011, 25.560, -11.492)
H (10.898, 26.686, -10.940)
H (10.804, 25.073, -10.170)
H (10.258, 25.356, -12.909)
C (11.950, 34.479, -0.980)
O (10.583, 34.531, -0.606)
H (12.543, 34.070, -0.162)
H (12.121, 33.926, -1.904)
H (12.277, 35.500, -1.177)
H (10.333, 33.620, -0.439)
C (12.522, 27.192, 1.325)
O (12.116, 25.934, 0.847)
H (11.661, 27.817, 1.563)
H (13.187, 27.216, 2.189)
H (13.145, 27.641, 0.552)
H (11.579, 25.522, 1.528)
C (18.835, 29.673, -1.569)
O (17.677, 30.494, -1.417)
H (19.641, 29.845, -0.856)
H (18.744, 28.591, -1.657)
H (19.327, 29.771, -2.536)
H (17.108, 30.482, -2.190)
C (19.010, 22.959, -10.753)
O (18.740, 24.115, -9.990)
H (18.516, 22.057, -10.394)
H (18.659, 23.159, -11.765)
H (20.074, 22.730, -10.815)
H (19.359, 24.084, -9.257)
C (11.600, 22.416, -3.654)
O (12.572, 23.023, -2.826)
H (10.669, 22.428, -3.089)
H (11.562, 22.911, -4.624)
H (11.761, 21.343, -3.759)
H (12.264, 23.766, -2.301)

Computed properties:
SMILES string   CCO.CO.CO.CO.CO.CO.CO.CO
Kohn-Sham gap   0.386 Ha
Net charge   0
E_HOMO   -10.165 eV
2S+1   1
Electronic energy   -965.0015 Eh
Energy above the lowest of the compared OMol25 structures with the same formula, charge and spin   565.7 kJ/mol
LUMO energy   0.3262 eV

Results of the natural (NBO) charge analysis, in e, for atoms 1 through 5:
1. C -0.64
2. C -0.06
3. O -0.76
4. H 0.20
5. H 0.22